1.
The following is a DFT calculation (ωB97M-V/def2-TZVPD) of a molecular structure, C28H29MoN4O6S.

Calculated values
Relative energy (zero: lowest compared OMol25 entry of this formula, charge and spin), kJ/mol: 11.9
E_LUMO, eV: -11.11
E, eV: -60418.5764
Total charge: +3
HOMO-LUMO gap, eV: 4.972

CARTESIAN COORDINATES (ANGSTROEM)
H: 3.9907 0.9026 1.0526
H: -5.6362 1.8423 -1.4670
C: -4.0883 2.2319 -3.4299
H: -1.6288 -5.3307 -0.0082
H: -4.5858 3.1423 -3.0962
C: 0.8374 -2.9699 0.1760
C: -1.5260 -2.6339 -0.3688
H: -1.1534 4.2464 -3.8215
C: -2.9306 -3.0356 -0.6335
C: 3.8461 1.3318 4.8956
H: 5.9718 1.5809 4.7777
C: 2.6788 1.1098 4.1915
H: -3.0887 -4.1068 -0.6565
C: -2.8746 0.8066 1.0281
H: -6.2151 1.2942 0.8362
C: -3.5305 1.5269 -1.2243
H: 0.2351 -6.7780 0.5014
C: -1.8385 0.5732 1.9735
H: 1.7138 4.9414 -1.3573
C: 1.6948 -5.1681 0.5768
C: -5.1779 1.2424 0.5351
H: 2.8653 2.5842 -1.8983
H: -0.8702 4.5704 -2.1058
H: 2.0327 -7.5615 1.8256
H: -0.9685 2.0631 -2.8937
O: -3.0973 1.8220 -2.4664
C: -2.5453 1.1353 -0.3035
H: -2.0468 0.6492 3.0375
C: 5.1145 1.2570 2.8404
H: 6.0649 1.3096 2.3276
C: -0.6495 -4.8929 0.1157
C: 0.8830 4.8242 -3.3631
C: 5.0604 1.4063 4.2218
H: 1.2148 4.5005 -4.3508
N: -0.1944 2.7099 -2.8017
H: 2.9257 4.8146 -2.6360
H: 1.7289 1.0562 4.7055
H: -4.8161 1.4388 -3.5991
C: 0.9655 2.2411 -2.4118
C: -4.8438 1.5599 -0.7888
N: -0.5924 0.3592 1.6445
C: 2.6876 -7.3069 0.9945
C: -4.2145 0.8849 1.4464
H: -3.5496 2.4181 -4.3530
O: -1.3388 -1.3405 -0.4992
S: 1.2170 0.4797 -2.2980
H: 3.7039 -7.6126 1.2107
H: -3.5651 -2.5957 0.1407
O: -1.2677 1.0987 -0.6910
H: 3.8140 1.4507 5.9696
C: 1.9374 4.4865 -2.3231
O: 1.0532 -1.6386 0.0776
N: 0.3575 0.4692 2.6148
O: 1.5288 0.7759 0.7165
H: -4.4730 0.6642 2.4736
H: -3.2420 -2.6058 -1.5870
H: 2.3485 -7.7578 0.0640
N: 1.9908 3.0195 -2.1518
C: 3.9525 1.0356 2.1259
C: 1.8973 -3.7694 0.4662
C: -0.4843 -3.4842 -0.0266
C: 2.7310 0.9623 2.8013
H: 2.8877 -3.3620 0.6156
O: 2.7551 -5.8635 0.8453
C: 1.5072 0.7194 2.0682
C: -0.4323 4.1500 -3.0131
Mo: 0.1335 -0.0623 -0.2729
H: 0.7425 5.9027 -3.4010
C: 0.3957 -5.7148 0.4050


2.
The following is a DFT calculation (ωB97M-V/def2-TZVPD) of a molecular structure, C28H29N2O2PdS.

Calculated values
Relative energy (zero: lowest compared OMol25 entry of this formula, charge and spin), kJ/mol: 95.5
E_LUMO (spin up / spin down), eV: -0.34 / -0.33
E, eV: -50896.6420
2S+1: 2
Total charge: 0
HOMO-LUMO gap (spin up / spin down), eV: 6.305 / 7.009

CARTESIAN COORDINATES (ANGSTROEM)
C: 4.2938 -1.2958 -3.6015
C: -1.5791 -1.2437 2.1732
H: -1.4465 1.9200 3.2203
C: 2.7746 -0.0772 -2.1736
H: 1.6159 -3.7906 -0.9340
C: -2.1221 6.2934 -2.1723
H: 1.8077 -2.4675 3.2706
C: -1.7956 -0.1784 3.0465
C: -3.8486 -1.2552 3.7396
H: 5.0109 -1.3009 -4.4116
H: 2.1774 1.3755 -0.6838
C: 0.7238 -1.4137 1.7547
C: 2.1081 1.2001 -1.7590
C: -2.5013 -2.2879 2.0251
C: 3.2511 -1.4840 1.2021
H: -0.2225 0.9373 4.0136
S: -3.4115 -0.9032 -2.5846
C: -2.2693 -3.3629 1.0034
H: 3.4172 -0.7631 2.0030
C: 1.0970 -1.6467 3.1859
H: 3.9593 -1.2966 0.3981
C: 2.4675 -1.2840 -1.5380
C: -1.9050 3.6164 -1.4943
H: 0.2147 -1.8748 3.7802
Pd: -0.6627 -0.6796 -0.9884
C: 1.8379 -1.3860 0.7178
C: -0.8671 1.0010 3.1330
C: 3.7065 -0.1049 -3.2034
C: 2.6531 -3.7937 -1.2684
H: -4.7371 -1.2595 4.3569
N: -0.4541 -1.2610 1.3064
H: 4.3908 -3.4145 -3.2997
C: -3.6276 -2.2842 2.8352
H: 2.5518 2.0489 -2.2773
C: -2.9470 -0.2095 3.8302
H: -2.1820 -2.9281 0.0017
H: -2.2086 7.3389 -2.4386
N: 1.4878 -1.2644 -0.5005
H: -1.3478 -3.9162 1.1974
H: 3.9641 0.8221 -3.7008
H: -3.1359 0.6130 4.5096
C: 3.9496 -2.4804 -2.9737
C: 3.0298 -2.4983 -1.9296
H: -3.1329 3.2290 -3.2064
C: -2.7472 5.3288 -2.9498
C: -2.2885 -0.0282 -1.8093
C: -1.3873 5.9224 -1.0538
H: 2.7813 -4.6221 -1.9640
O: -0.9913 1.8311 -0.2197
C: -1.2761 4.5844 -0.7159
C: -1.7402 2.1873 -1.1029
C: -2.6442 3.9884 -2.6129
H: -3.0968 -4.0706 0.9996
H: 3.4484 -2.4749 1.6149
H: -0.7054 4.2693 0.1468
H: -4.3456 -3.0892 2.7404
H: 1.0386 1.1713 -1.9941
H: -3.3190 5.6203 -3.8208
H: -0.2420 1.0985 2.2467
H: -0.9028 6.6758 -0.4471
O: -2.5237 1.3750 -1.8294
H: 1.5715 -0.7576 3.6064
H: 3.2844 -3.9988 -0.4000


Question: What is the E in the second record?
Answer: -50896.6420 eV